# 1
{"formula": "C18H52BFN9O4P2", "method": "the ωB97M-V functional and the def2-TZVPD basis", "lumo_ev": 1.6, "energy_ha": -2318.297429, "gap_ev": 4.91, "spin_multiplicity": 1, "charge": -1, "molar_mass_da": 550.43, "symbols": ["N", "C", "N", "N", "C", "C", "O", "B", "O", "C", "C", "C", "F", "H", "H", "H", "H", "H", "H", "H", "H", "H", "H", "H", "H", "H", "H", "H", "H", "O", "P", "N", "C", "C", "N", "C", "C", "N", "C", "C", "H", "H", "H", "H", "H", "H", "H", "H", "H", "H", "H", "H", "H", "H", "H", "H", "H", "H", "O", "P", "N", "C", "C", "N", "C", "C", "N", "C", "C", "H", "H", "H", "H", "H", "H", "H", "H", "H", "H", "H", "H", "H", "H", "H", "H", "H", "H"], "xyz": [[-0.34, -4.07, 3.81], [-1.76, -4.29, 4.04], [-2.01, -3.93, 5.46], [-2.66, -3.40, 3.31], [-2.11, -5.79, 3.81], [-2.73, -6.19, 2.48], [-3.57, -7.30, 2.80], [-3.40, -8.41, 1.78], [-2.57, -7.75, 0.74], [-1.80, -6.86, 1.44], [-0.93, -5.99, 0.54], [-1.64, -4.91, -0.30], [-3.00, -5.09, -0.42], [-0.13, -3.10, 3.61], [0.04, -4.70, 3.12], [-1.71, -4.71, 6.03], [-3.02, -3.83, 5.56], [-2.69, -2.50, 3.78], [-2.36, -3.29, 2.35], [-1.17, -6.35, 3.93], [-2.79, -6.11, 4.59], [-3.38, -5.45, 2.00], [-2.89, -9.43, 2.29], [-4.53, -8.74, 1.38], [-1.07, -7.44, 2.05], [-0.44, -6.66, -0.16], [-0.14, -5.50, 1.12], [-1.21, -4.88, -1.30], [-1.46, -3.92, 0.12], [2.12, -2.54, 0.14], [1.90, -1.38, -0.75], [3.28, -0.40, -0.58], [3.30, 1.02, -0.28], [4.57, -1.07, -0.65], [0.51, -0.65, -0.09], [0.29, 0.78, -0.02], [-0.15, -1.35, 1.00], [1.49, -0.95, -2.34], [0.34, -1.73, -2.85], [2.57, -1.04, -3.34], [2.63, 1.60, -0.92], [4.30, 1.42, -0.46], [3.05, 1.23, 0.76], [4.91, -1.21, -1.68], [4.52, -2.06, -0.18], [5.33, -0.50, -0.11], [0.82, 1.24, 0.82], [-0.78, 0.98, 0.11], [0.58, 1.28, -0.95], [0.36, -1.19, 1.96], [-0.19, -2.42, 0.81], [-1.18, -1.00, 1.09], [0.57, -2.80, -2.96], [0.04, -1.34, -3.83], [-0.51, -1.63, -2.18], [3.06, -2.02, -3.36], [3.32, -0.28, -3.14], [2.16, -0.84, -4.33], [1.21, 4.23, -1.22], [0.48, 5.52, -1.10], [-0.55, 5.36, -2.47], [-0.69, 6.31, -3.55], [-1.29, 4.12, -2.60], [1.70, 6.68, -1.32], [1.59, 7.85, -2.16], [3.07, 6.19, -1.27], [-0.57, 6.62, -0.31], [-0.09, 7.00, 1.05], [-1.98, 6.19, -0.16], [-0.85, 7.33, -3.20], [-1.57, 6.06, -4.15], [0.18, 6.30, -4.22], [-2.23, 4.12, -2.02], [-0.69, 3.27, -2.26], [-1.54, 3.93, -3.64], [1.73, 7.62, -3.22], [2.35, 8.58, -1.87], [0.63, 8.35, -2.03], [3.39, 5.71, -2.21], [3.21, 5.47, -0.47], [3.74, 7.03, -1.07], [-0.10, 6.15, 1.74], [-0.74, 7.78, 1.45], [0.92, 7.39, 0.99], [-2.08, 5.21, 0.31], [-2.47, 6.16, -1.13], [-2.51, 6.92, 0.44]], "lowdin_charge": [0.09, -0.66, 0.04, 0.08, -0.06, -0.30, -0.12, -0.60, -0.07, -0.37, -0.09, -0.20, -0.04, 0.05, 0.05, 0.06, 0.06, 0.06, 0.05, 0.12, 0.11, 0.13, 0.04, 0.04, 0.14, 0.11, 0.10, 0.10, 0.08, -0.28, 0.59, -0.31, -0.12, -0.13, -0.30, -0.14, -0.13, -0.28, -0.12, -0.13, 0.06, 0.08, 0.08, 0.07, 0.07, 0.08, 0.08, 0.08, 0.06, 0.08, 0.04, 0.08, 0.08, 0.08, 0.07, 0.09, 0.07, 0.08, -0.29, 0.64, -0.33, -0.13, -0.12, -0.31, -0.14, -0.13, -0.28, -0.12, -0.12, 0.06, 0.08, 0.08, 0.07, 0.06, 0.08, 0.08, 0.08, 0.07, 0.09, 0.07, 0.08, 0.08, 0.08, 0.07, 0.09, 0.07, 0.08]}



# 2
{"formula": "C18H52ClO12", "method": "the ωB97M-V functional and the def2-TZVPD basis", "lumo_ev": 2.7, "energy_ha": -2079.946441, "gap_ev": 9.95, "spin_multiplicity": 1, "e_above_lowest_ev": 0.000, "charge": -1, "molar_mass_da": 496.05, "symbols": ["Cl", "O", "O", "O", "O", "O", "H", "H", "O", "H", "H", "C", "C", "C", "O", "H", "H", "H", "H", "H", "H", "H", "H", "C", "C", "C", "O", "H", "H", "H", "H", "H", "H", "H", "H", "C", "C", "C", "O", "H", "H", "H", "H", "H", "H", "H", "H", "C", "C", "C", "O", "H", "H", "H", "H", "H", "H", "H", "H", "C", "C", "C", "O", "H", "H", "H", "H", "H", "H", "H", "H", "C", "C", "C", "O", "H", "H", "H", "H", "H", "H", "H", "H"], "xyz": [[-30.95, -24.65, -26.43], [-32.16, -24.26, -27.12], [-30.10, -25.42, -27.33], [-30.24, -23.47, -26.02], [-31.27, -25.50, -25.31], [-32.37, -25.96, -29.85], [-31.82, -25.66, -29.12], [-32.63, -26.85, -29.59], [-34.55, -22.52, -27.79], [-35.25, -23.16, -27.56], [-33.76, -22.98, -27.47], [-32.57, -24.24, -21.90], [-31.09, -24.53, -21.89], [-30.55, -24.59, -20.48], [-30.86, -25.83, -22.48], [-33.04, -25.06, -21.34], [-33.00, -24.21, -22.90], [-32.84, -23.29, -21.42], [-30.56, -23.78, -22.50], [-31.08, -25.37, -19.93], [-30.71, -23.64, -19.96], [-29.47, -24.77, -20.44], [-30.74, -25.78, -23.44], [-27.60, -25.99, -25.01], [-27.33, -24.60, -24.46], [-27.10, -24.65, -22.97], [-26.17, -24.02, -25.05], [-27.60, -26.06, -26.10], [-28.62, -26.24, -24.70], [-26.83, -26.67, -24.65], [-28.19, -23.94, -24.59], [-26.26, -25.31, -22.74], [-27.99, -25.00, -22.45], [-26.89, -23.63, -22.62], [-26.43, -23.87, -25.98], [-28.67, -22.89, -29.04], [-27.18, -23.11, -28.87], [-26.41, -21.88, -28.44], [-26.92, -24.17, -27.95], [-29.16, -23.82, -29.30], [-28.88, -22.16, -29.83], [-29.12, -22.46, -28.14], [-26.83, -23.44, -29.86], [-26.74, -21.52, -27.46], [-26.50, -21.07, -29.18], [-25.34, -22.09, -28.36], [-27.78, -24.56, -27.71], [-33.20, -29.90, -26.67], [-32.25, -28.74, -26.83], [-31.11, -29.09, -27.80], [-33.02, -27.62, -27.31], [-32.69, -30.84, -26.46], [-33.80, -30.03, -27.58], [-33.93, -29.68, -25.88], [-31.85, -28.47, -25.84], [-31.55, -29.71, -28.59], [-30.37, -29.70, -27.28], [-30.57, -28.23, -28.18], [-32.55, -26.82, -27.06], [-32.34, -20.35, -25.08], [-32.30, -20.88, -23.63], [-30.92, -20.81, -23.05], [-33.18, -20.10, -22.82], [-33.32, -20.54, -25.53], [-31.57, -20.72, -25.75], [-32.22, -19.26, -25.00], [-32.62, -21.93, -23.65], [-30.94, -21.18, -22.02], [-30.54, -19.78, -23.03], [-30.20, -21.41, -23.61], [-34.09, -20.19, -23.14], [-35.25, -24.41, -24.80], [-35.26, -25.46, -25.91], [-35.97, -26.72, -25.44], [-35.95, -24.89, -27.04], [-34.73, -24.80, -23.92], [-36.26, -24.08, -24.57], [-34.66, -23.53, -25.10], [-34.23, -25.73, -26.17], [-36.96, -26.52, -25.04], [-35.38, -27.30, -24.73], [-36.09, -27.43, -26.28], [-36.25, -25.62, -27.58]], "lowdin_charge": [0.66, -0.34, -0.35, -0.34, -0.35, -0.07, -0.01, 0.01, -0.08, 0.00, -0.01, -0.06, -0.48, -0.06, -0.07, 0.09, 0.05, 0.08, 0.13, 0.08, 0.08, 0.07, 0.03, -0.04, -0.51, -0.06, -0.06, 0.06, 0.07, 0.08, 0.12, 0.08, 0.06, 0.08, 0.05, -0.06, -0.48, -0.06, -0.06, 0.08, 0.08, 0.08, 0.13, 0.08, 0.08, 0.08, 0.06, -0.07, -0.47, -0.05, -0.07, 0.08, 0.08, 0.07, 0.14, 0.08, 0.08, 0.07, 0.04, -0.04, -0.49, -0.06, -0.06, 0.07, 0.07, 0.08, 0.12, 0.07, 0.08, 0.08, 0.08, -0.04, -0.46, -0.06, -0.06, 0.06, 0.08, 0.07, 0.11, 0.08, 0.08, 0.08, 0.09]}



# 3
{"formula": "C18H52N4O6", "method": "the ωB97M-V functional and the def2-TZVPD basis", "lumo_ev": 0.5, "energy_ha": -1386.955838, "gap_ev": 9.64, "smiles": "COC[C@H](C)N.COC[C@H](C)N.COC[C@H](C)N.COC[C@H](C)N.CO.CO", "spin_multiplicity": 1, "e_above_lowest_ev": 11.365, "molar_mass_da": 420.64, "symbols": ["C", "C", "C", "O", "C", "N", "H", "H", "H", "H", "H", "H", "H", "H", "H", "H", "H", "C", "C", "C", "O", "C", "N", "H", "H", "H", "H", "H", "H", "H", "H", "H", "H", "H", "C", "C", "C", "O", "C", "N", "H", "H", "H", "H", "H", "H", "H", "H", "H", "H", "H", "C", "C", "C", "O", "C", "N", "H", "H", "H", "H", "H", "H", "H", "H", "H", "H", "H", "C", "O", "H", "H", "H", "H", "C", "O", "H", "H", "H", "H"], "xyz": [[6.59, 46.29, 38.14], [6.94, 45.11, 39.10], [8.35, 45.20, 39.60], [9.20, 45.09, 38.45], [10.57, 45.10, 38.84], [5.99, 45.24, 40.28], [7.07, 46.23, 37.14], [6.59, 47.21, 38.72], [5.52, 46.17, 37.90], [7.02, 44.18, 38.33], [8.62, 44.50, 40.40], [8.59, 46.13, 40.07], [11.14, 45.13, 38.02], [10.69, 44.17, 39.38], [10.80, 45.93, 39.28], [6.26, 44.47, 40.93], [5.02, 44.74, 40.06], [2.08, 44.01, 44.04], [3.00, 45.05, 43.27], [3.01, 44.67, 41.76], [3.76, 43.51, 41.53], [3.53, 42.92, 40.29], [2.34, 46.32, 43.33], [1.11, 44.13, 43.76], [2.31, 44.32, 45.11], [2.35, 42.90, 43.78], [3.98, 45.06, 43.67], [3.54, 45.56, 41.05], [1.92, 44.54, 41.19], [4.25, 41.98, 40.15], [3.91, 43.76, 39.44], [2.38, 42.63, 40.09], [1.56, 46.20, 42.63], [2.78, 47.21, 42.87], [10.71, 43.53, 46.01], [11.13, 43.54, 47.51], [9.89, 43.36, 48.46], [10.42, 43.17, 49.80], [9.50, 43.23, 50.91], [12.02, 42.36, 47.64], [10.19, 42.52, 45.51], [11.61, 43.68, 45.31], [9.73, 44.37, 45.98], [11.57, 44.44, 47.76], [9.19, 42.69, 48.38], [9.27, 44.15, 48.51], [10.13, 43.32, 51.65], [8.83, 42.60, 51.04], [9.10, 44.30, 51.01], [11.66, 41.47, 47.47], [12.11, 42.09, 48.55], [5.82, 49.69, 43.16], [5.47, 48.33, 42.45], [4.37, 48.43, 41.40], [3.13, 48.70, 42.12], [1.95, 48.55, 41.39], [6.59, 47.92, 41.72], [5.86, 50.40, 42.27], [6.50, 49.61, 43.82], [4.93, 50.13, 43.61], [5.51, 47.48, 43.19], [4.28, 47.39, 40.78], [4.46, 49.23, 40.58], [1.76, 47.58, 41.29], [1.92, 49.20, 40.47], [1.13, 48.79, 42.02], [6.74, 48.64, 41.19], [6.53, 47.14, 40.94], [6.47, 41.42, 42.50], [7.64, 41.40, 43.26], [6.69, 41.06, 41.61], [6.25, 42.58, 42.50], [5.58, 40.86, 42.90], [7.58, 40.73, 44.02], [7.68, 45.18, 43.48], [8.28, 46.56, 43.46], [7.93, 44.72, 44.32], [8.18, 44.49, 42.77], [6.57, 45.30, 43.34], [7.60, 47.04, 42.83]], "lowdin_charge": [-0.06, -0.40, -0.24, -0.18, -0.06, 0.04, 0.09, 0.06, 0.07, 0.18, 0.12, 0.11, 0.05, 0.11, 0.04, 0.07, 0.05, -0.05, -0.42, -0.24, -0.28, -0.15, 0.02, 0.02, 0.10, 0.11, 0.11, 0.13, 0.17, 0.12, 0.12, 0.12, 0.07, 0.06, -0.09, -0.37, -0.15, -0.18, -0.05, 0.04, 0.11, 0.08, 0.13, 0.11, 0.07, 0.08, 0.03, 0.01, 0.13, 0.05, 0.02, 0.01, -0.41, -0.15, -0.24, -0.11, 0.00, 0.11, 0.01, 0.08, 0.15, 0.14, 0.15, 0.01, 0.12, 0.09, 0.00, 0.10, -0.18, -0.15, 0.02, 0.10, 0.10, 0.12, -0.13, -0.19, -0.01, 0.07, 0.08, 0.03]}



Highest occupied orbital energy list, top to bottom, in eV: -3.3436 -7.2847 -9.1107